C3H6N2O as an isolated structure. Source: the Open Molecules 2025 dataset; level of theory: ωB97M-V with the def2-TZVPD basis set.

- HOMO level: -8.719 eV
- HOMO-LUMO gap: 9.15 eV
- LUMO energy: 0.43 eV

The geometry in ORCA input format:
```
! wB97M-V def2-TZVPD RIJCOSX def2/J DEFGRID3
* xyz 0 1
C -0.081 0.633 1.602
N 0.538 -1.656 0.370
C 0.233 -0.903 -0.496
N -0.269 0.758 0.119
C 0.186 -0.940 -1.978
O -0.050 -0.043 -2.754
H -0.566 1.462 2.103
H -0.479 -0.317 1.997
H 0.980 0.585 1.891
H -1.225 0.945 -0.184
H 0.300 1.446 -0.378
H 0.433 -1.970 -2.292
*
```